Run w
The following is a DFT calculation (ωB97M-V/def2-TZVPD) of a structure of composition C10H9IrN2O5.

Output
net charge: +3
HOMO-LUMO gap (alpha / beta): 5.8 / 8.9 eV
spin multiplicity: 6
⟨S²⟩: 8.766

Positions of all 27 atoms, in Å:
O (-4.8273, 1.1933, -1.5211)
C (-3.7432, 1.0009, -1.2002)
Ir (-1.7977, 0.6878, -0.5837)
O (-2.4968, -2.1888, 0.5739)
C (-2.2717, -1.1415, 0.1477)
C (-0.6193, 2.2214, -1.2140)
O (0.1931, 2.9309, -1.6515)
C (-2.1663, 1.4425, 1.2530)
O (-2.4421, 1.8246, 2.3063)
C (-1.2211, -0.1604, -2.3022)
O (-0.8501, -0.6523, -3.2627)
H (-2.2045, 2.1981, -1.0700)
C (2.5501, -2.8795, 0.0242)
C (1.8351, -1.5793, 0.2464)
C (2.2165, -0.4453, 0.9176)
C (1.1435, 0.4700, 0.8100)
N (0.1661, -0.1079, 0.0886)
N (0.6091, -1.3389, -0.2356)
C (1.1122, 1.8328, 1.3953)
H (3.4951, -2.6862, -0.4971)
H (2.7819, -3.3358, 0.9939)
H (1.9356, -3.5596, -0.5650)
H (3.1537, -0.2746, 1.4301)
H (0.0908, -2.0112, -0.7655)
H (1.3053, 1.7734, 2.4811)
H (1.9077, 2.4539, 0.9460)
H (0.1443, 2.3317, 1.2544)


Run x
The following is a DFT calculation (ωB97M-V/def2-TZVPD) of a structure of composition C10H9IrN2O5.

Output
net charge: +3
HOMO-LUMO gap (alpha / beta): 5.6 / 6.5 eV
spin multiplicity: 6
⟨S²⟩: 8.777

Positions of all 27 atoms, in Å:
O (-0.2346, 3.3413, -4.5444)
C (-0.0536, 3.1045, -3.4213)
Ir (0.0162, 0.5691, -1.5342)
O (0.5067, 2.8907, 0.5377)
C (0.3293, 2.0725, -0.2576)
C (-0.2856, -1.5132, -2.1098)
O (-0.6198, -2.5462, -2.5101)
C (1.6231, 0.7931, -2.5506)
O (2.6978, 0.7893, -2.9848)
C (-1.7049, 1.2070, -2.0403)
O (-2.8259, 1.5574, -2.1467)
H (0.0692, 3.4721, -2.2786)
C (-1.5429, -0.5729, 3.5978)
C (-0.6990, -0.7546, 2.4129)
C (0.3673, -1.5770, 2.1070)
C (0.8299, -1.2618, 0.8181)
N (-0.0128, -0.3236, 0.3487)
N (-0.9191, 0.0067, 1.3304)
C (1.9129, -1.8526, 0.0555)
H (-2.1761, -1.4930, 3.7439)
H (-0.8990, -0.4570, 4.4838)
H (-2.1907, 0.2741, 3.4944)
H (0.7942, -2.3446, 2.7217)
H (-1.6616, 0.6860, 1.2124)
H (2.7447, -2.0777, 0.7116)
H (1.6085, -2.8077, -0.4456)
H (2.3258, -1.1820, -0.7520)


Most stable to least stable, the ends of the list are run x and run w.


Run w
The following is a DFT calculation (ωB97M-V/def2-TZVPD) of an isolated molecule of C4H10OS.

Output
HOMO-LUMO gap: 10.0 eV
spin multiplicity: 1
SMILES: OCCCCS

Positions of all 16 atoms, in Å:
C (-1.4633, -0.4066, 1.1026)
O (-1.7167, -0.2474, 2.4572)
C (0.0294, -0.4493, 0.8030)
C (0.5662, -0.3791, -0.6012)
C (0.8804, 1.0721, -1.1400)
S (1.9856, 0.9883, -2.5523)
H (-1.9142, -1.3062, 0.6582)
H (-1.9291, 0.4290, 0.5861)
H (-1.3310, -0.9248, 3.0219)
H (0.5655, -1.1568, 1.4353)
H (0.4160, 0.4607, 1.3225)
H (-0.1742, -0.7729, -1.3081)
H (1.5183, -0.8946, -0.7045)
H (-0.0966, 1.5406, -1.2291)
H (1.4673, 1.6331, -0.4129)
H (1.1964, 0.4139, -3.4385)


Run x
The following is a DFT calculation (ωB97M-V/def2-TZVPD) of a cluster of 2 separate species, C4H10OS in total.

Output
HOMO-LUMO gap: 9.5 eV
spin multiplicity: 1
SMILES: CC=O.CCS

Positions of all 16 atoms, in Å:
C (-1.6640, 0.7367, -0.7299)
C (-0.8229, 1.9645, -0.5099)
S (0.5538, 2.1166, -1.7030)
H (-1.9848, 0.6357, -1.7658)
H (-1.2151, -0.2149, -0.4423)
H (-2.5944, 0.7925, -0.1546)
H (-0.3808, 1.9227, 0.4838)
H (-1.3805, 2.8927, -0.5856)
H (0.8936, 0.8225, -1.6728)
O (0.6539, -0.0188, 1.5233)
C (1.3635, -0.9899, 1.5041)
C (1.1069, -2.1977, 0.6598)
H (2.3019, -0.9744, 2.0924)
H (0.1075, -2.1732, 0.2327)
H (1.8244, -2.2021, -0.1595)
H (1.2371, -3.1130, 1.2274)


Most stable to least stable, the ends of the list are run x and run w.


Run w
The following is a DFT calculation (ωB97M-V/def2-TZVPD) of a cluster of 2 separate species, C4H10OS in total.

Output
HOMO-LUMO gap: 9.6 eV
spin multiplicity: 1
SMILES: C=CO.CCS

Positions of all 16 atoms, in Å:
C (-2.2262, -1.4414, 0.7203)
C (-1.7898, 0.0292, 0.5794)
S (-2.7526, 0.8063, -0.7369)
H (-2.0376, -1.7858, 1.7315)
H (-3.2348, -1.5562, 0.3595)
H (-1.5457, -2.0857, 0.1687)
H (-0.7453, 0.0956, 0.3043)
H (-1.9180, 0.5407, 1.5288)
H (-2.0091, 1.9061, -0.9139)
C (2.0314, 1.3111, -0.8180)
C (2.9351, 0.4394, -0.4018)
O (2.5895, -0.8580, -0.1225)
H (2.2551, 2.3674, -0.7723)
H (1.1187, 0.9695, -1.2877)
H (3.9562, 0.6835, -0.1363)
H (3.3730, -1.4218, -0.2032)


Run x
The following is a DFT calculation (ωB97M-V/def2-TZVPD) of a cluster of 2 separate species, C4H10OS in total.

Output
HOMO-LUMO gap: 9.2 eV
spin multiplicity: 1
SMILES: CC=O.CSC

Positions of all 16 atoms, in Å:
C (-0.5554, 1.3024, 1.8464)
S (1.2026, 1.5397, 2.1819)
C (1.8965, 1.0554, 0.6192)
H (-0.7442, 1.2805, 0.7740)
H (-1.0947, 2.1305, 2.2904)
H (-0.9095, 0.3589, 2.2565)
H (2.9806, 1.1671, 0.6420)
H (1.7092, 0.0049, 0.3856)
H (1.5316, 1.6283, -0.2342)
O (0.7548, -0.7573, -1.9675)
C (-0.4057, -1.0384, -2.1076)
C (-1.1829, -1.8701, -1.1319)
H (-0.9775, -0.6568, -2.9757)
H (-0.5675, -2.6361, -0.6553)
H (-2.0828, -2.3092, -1.5802)
H (-1.5552, -1.1996, -0.3437)


Run y
The following is a DFT calculation (ωB97M-V/def2-TZVPD) of an isolated molecule of C4H10OS.

Output
HOMO-LUMO gap: 8.4 eV
spin multiplicity: 1
SMILES: C=[S@@](C)(=O)CC

Positions of all 16 atoms, in Å:
C (-0.1218, -1.1358, -1.5328)
C (2.1533, -0.4508, 0.6373)
C (-2.0759, 0.9626, 0.2739)
C (0.7993, 0.2066, 0.9167)
O (-1.1062, -1.7035, 0.9248)
S (-0.6806, -0.6056, 0.0468)
H (-0.7637, -1.8721, -1.9170)
H (0.2535, -0.4278, -2.1314)
H (2.2291, -1.4050, 1.2627)
H (2.3688, -0.6134, -0.4419)
H (2.9847, 0.1758, 0.9972)
H (-2.0875, 1.6775, -0.4820)
H (-2.9980, 0.3247, 0.2255)
H (-1.8644, 1.2469, 1.3212)
H (0.7625, 1.3481, 0.6904)
H (0.4839, -0.0560, 2.0161)


Most stable to least stable, the ends of the list are run x and run y.


Run w
The following is a DFT calculation (ωB97M-V/def2-TZVPD) of an isolated molecule of C3H4FNS.

Output
HOMO-LUMO gap: 8.9 eV
spin multiplicity: 1
SMILES: C=C(F)/C=N/S

Positions of all 10 atoms, in Å:
C (0.3702, 0.0340, -0.0941)
C (0.7882, -0.0073, 1.2931)
C (-0.0729, -0.1389, 2.2880)
H (-2.3065, 0.5418, -2.1703)
H (1.2216, -0.0253, -0.7976)
H (-1.1993, -0.2071, 2.1877)
H (0.3179, -0.3507, 3.2559)
N (-0.8382, 0.1347, -0.4614)
F (2.1007, 0.1429, 1.4971)
S (-1.0991, -0.0946, -2.1026)


Run x
The following is a DFT calculation (ωB97M-V/def2-TZVPD) of an isolated molecule of C3H4FNS.

Output
HOMO-LUMO gap: 7.8 eV
spin multiplicity: 1
SMILES: N/C=C(/F)C=S

Positions of all 10 atoms, in Å:
C (-0.7350, 0.5155, -0.1604)
C (-0.3314, -0.7661, -0.1383)
C (0.8992, -1.3687, 0.0390)
H (-0.4262, 2.4834, -0.1424)
H (0.8932, 1.3923, -0.3248)
H (-1.9088, 0.5205, 0.1246)
H (1.0332, -2.4871, 0.6033)
N (-0.0557, 1.4900, 0.1580)
F (-1.6214, -1.3899, -0.0717)
S (2.2531, -0.3900, -0.0873)


Most stable to least stable, the ends of the list are run w and run x.